{"formula": "C33H26N3PPt", "method": "ωB97M-V/def2-TZVPD", "total_energy_ev": -51632.1351, "total_charge": 2, "relative_energy_kj_mol": 92.4, "orbital_gap_ha": 0.1949, "lumo_ev": -8.280, "max_force_ev_per_a": 1.35, "species": ["Pt", "N", "P", "C", "C", "C", "C", "C", "C", "C", "C", "C", "C", "C", "C", "C", "C", "C", "C", "C", "N", "H", "H", "H", "H", "H", "H", "H", "H", "H", "H", "H", "H", "H", "H", "H", "C", "C", "C", "C", "C", "C", "C", "C", "N", "H", "H", "H", "H", "H", "H", "C", "C", "C", "C", "C", "C", "C", "C", "H", "H", "H", "H", "H"], "positions_angstrom": [[-0.609, 1.180, 0.596], [2.119, 1.066, 1.839], [1.631, 0.960, 0.223], [2.347, -0.527, -0.464], [1.719, -1.766, -0.402], [2.408, -2.904, -0.793], [3.722, -2.802, -1.227], [4.354, -1.565, -1.281], [3.672, -0.421, -0.905], [2.282, 2.380, -0.633], [2.101, 2.441, -2.017], [2.531, 3.557, -2.711], [3.143, 4.604, -2.030], [3.325, 4.541, -0.656], [2.888, 3.430, 0.052], [1.302, 0.565, 2.849], [1.784, 0.291, 4.124], [0.903, -0.207, 5.060], [-0.432, -0.427, 4.720], [-0.837, -0.123, 3.447], [0.012, 0.365, 2.521], [3.113, 1.065, 2.032], [0.709, -1.850, -0.027], [1.926, -3.872, -0.748], [4.262, -3.692, -1.523], [5.377, -1.491, -1.623], [4.159, 0.544, -0.979], [1.640, 1.620, -2.555], [2.397, 3.611, -3.783], [3.488, 5.472, -2.576], [3.808, 5.355, -0.133], [3.009, 3.397, 1.126], [2.822, 0.469, 4.366], [1.254, -0.428, 6.059], [-1.138, -0.825, 5.433], [-1.861, -0.259, 3.125], [-1.696, 1.155, -1.211], [-2.035, -0.224, -0.899], [-1.388, -1.290, -1.548], [-1.764, -2.593, -1.300], [-2.781, -2.850, -0.375], [-3.425, -1.809, 0.296], [-3.061, -0.505, 0.029], [-3.178, -4.207, -0.121], [-3.495, -5.289, 0.095], [-2.473, 1.902, -1.097], [-1.078, 1.368, -2.076], [-0.612, -1.077, -2.273], [-1.291, -3.417, -1.815], [-4.219, -2.035, 0.995], [-3.587, 0.314, 0.508], [-0.856, 3.062, 0.330], [-0.873, 4.266, 0.073], [-0.998, 5.633, -0.198], [-1.709, 6.056, -1.342], [-1.809, 7.400, -1.624], [-1.216, 8.332, -0.773], [-0.519, 7.927, 0.364], [-0.408, 6.587, 0.657], [-2.168, 5.318, -1.985], [-2.352, 7.733, -2.498], [-1.304, 9.387, -0.996], [-0.071, 8.666, 1.015], [0.121, 6.250, 1.539]], "forces_ev_per_a": [[0.088, -0.738, 0.252], [-0.147, -0.081, 0.074], [-0.218, 0.800, 0.216], [-0.210, 0.152, -0.071], [-0.006, -0.169, 0.157], [-0.062, 0.041, 0.037], [0.059, 0.017, -0.015], [-0.022, -0.031, 0.015], [-0.012, 0.078, -0.196], [0.023, -0.206, 0.089], [0.062, -0.027, -0.090], [-0.011, -0.011, -0.002], [0.014, 0.012, -0.001], [-0.006, -0.061, 0.019], [-0.034, 0.107, 0.052], [-0.010, -0.059, -0.158], [-0.060, 0.000, -0.025], [0.036, 0.002, 0.042], [-0.003, -0.002, -0.023], [-0.098, -0.029, -0.006], [0.367, 0.273, -0.397], [0.008, 0.010, 0.013], [-0.064, -0.014, 0.003], [-0.005, 0.015, 0.011], [-0.013, 0.000, -0.014], [-0.009, 0.005, 0.003], [-0.006, -0.032, 0.032], [0.007, -0.010, 0.022], [0.001, -0.004, 0.010], [-0.017, -0.006, -0.004], [-0.007, -0.009, -0.003], [-0.019, -0.002, 0.002], [-0.003, -0.007, -0.009], [-0.009, -0.009, -0.005], [-0.007, 0.020, -0.003], [-0.013, -0.006, 0.005], [0.411, 0.575, 0.297], [-0.297, -0.238, -0.300], [0.046, -0.010, 0.041], [-0.011, 0.030, 0.053], [-0.041, -0.014, 0.017], [0.041, -0.155, 0.003], [0.164, 0.135, 0.048], [-0.030, -0.024, 0.035], [0.037, 0.020, -0.005], [-0.145, -0.127, -0.067], [0.017, -0.201, -0.043], [-0.023, -0.012, -0.017], [-0.012, 0.012, -0.018], [-0.009, 0.014, -0.003], [-0.065, 0.007, -0.058], [0.308, 0.784, -0.101], [0.029, -1.342, 0.131], [-0.047, 0.715, -0.095], [0.153, -0.172, 0.280], [0.051, 0.177, 0.076], [-0.001, -0.012, 0.001], [-0.087, 0.124, -0.143], [-0.091, -0.303, -0.167], [0.005, -0.005, -0.005], [0.002, 0.010, 0.003], [0.004, -0.007, 0.002], [-0.008, 0.004, 0.002], [0.006, -0.004, 0.000]], "nbo_charge": [0.821, -0.927, 1.536, -0.391, -0.211, -0.186, -0.140, -0.190, -0.193, -0.486, -0.126, -0.208, -0.144, -0.190, -0.167, 0.417, -0.268, -0.077, -0.254, 0.077, -0.566, 0.441, 0.224, 0.241, 0.247, 0.248, 0.237, 0.215, 0.243, 0.244, 0.243, 0.229, 0.249, 0.255, 0.262, 0.224, -0.409, -0.171, -0.170, -0.177, -0.026, -0.188, -0.179, 0.205, -0.190, 0.256, 0.242, 0.237, 0.253, 0.257, 0.240, -0.341, 0.034, -0.112, -0.150, -0.212, -0.127, -0.213, -0.151, 0.223, 0.239, 0.237, 0.238, 0.225]}



{"formula": "N2O7", "method": "ωB97M-V/def2-TZVPD", "total_energy_ev": -17295.5272, "total_charge": 0, "orbital_gap_ha": [0.3259, 0.2897], "spin_multiplicity": 3, "lumo_ev": [-1.368, -2.539], "max_force_ev_per_a": 3.99, "species": ["N", "N", "O", "O", "O", "O", "O", "O", "O"], "positions_angstrom": [[-0.415, 0.566, 0.921], [0.599, -0.468, 1.426], [1.464, 0.046, 2.046], [0.318, -1.581, 1.198], [-0.092, 1.480, 0.224], [-1.578, -0.738, -0.739], [0.682, 0.944, -1.270], [-0.782, -0.838, -1.696], [-0.196, 0.589, -2.109]], "forces_ev_per_a": [[-2.792, 1.782, -0.380], [1.084, 1.903, -1.027], [1.285, -0.005, 1.051], [-0.386, -1.613, -0.069], [-0.322, -0.355, 3.965], [0.523, -0.135, -1.416], [1.453, -1.537, -3.008], [-0.768, -1.028, 0.684], [-0.077, 0.989, 0.199]], "mulliken_spin": [0.268, 0.003, 0.041, -0.024, -0.040, 0.701, 0.518, 0.376, 0.156]}



{"formula": "C2HF4NO2", "method": "ωB97M-V/def2-TZVPD", "total_energy_ev": -18541.9537, "total_charge": 0, "relative_energy_kj_mol": 0.0, "orbital_gap_ha": 0.4289, "smiles": "O=[N+]([O-])[C@H](F)C(F)(F)F", "lumo_ev": -0.331, "max_force_ev_per_a": 3.11, "species": ["O", "N", "O", "C", "F", "C", "F", "F", "F", "H"], "positions_angstrom": [[-1.587, 1.287, 0.978], [-0.564, 0.724, 1.167], [0.312, 0.983, 1.952], [-0.296, -0.505, 0.230], [0.127, -1.646, 0.755], [0.649, -0.139, -0.909], [0.264, 0.946, -1.552], [1.886, -0.014, -0.538], [0.510, -1.096, -1.803], [-1.301, -0.540, -0.278]], "forces_ev_per_a": [[-1.388, 0.881, -0.233], [2.295, -2.035, 0.105], [0.064, 0.210, 0.332], [-2.229, 1.327, -1.717], [-0.095, 0.208, 0.959], [-0.928, 0.200, -0.094], [-0.318, 1.477, 0.198], [1.300, -0.018, 0.343], [0.476, -1.545, -0.624], [0.822, -0.705, 0.731]], "nbo_charge": [-0.327, 0.518, -0.344, 0.205, -0.278, 0.928, -0.309, -0.285, -0.308, 0.199]}